A cluster of 2 separate species, C2H4NO2 in total at a distorted geometry. Source: the Open Molecules 2025 dataset; level of theory: ωB97M-V/def2-TZVPD.

The geometry in XYZ format:
```
9
Properties=species:S:1:pos:R:3:forces:R:3
C 0.67964 -2.21998 -0.38944 0.6132 -0.7053 -0.0581
C 0.07359 1.54970 0.57389 -2.0586 3.2026 -0.3677
N -1.17904 -0.36719 -0.13971 1.6220 0.1275 -1.2655
O 0.21425 -1.69179 0.45877 1.0349 -0.9348 1.6111
O -0.90782 0.89108 0.17741 -2.3305 1.1069 0.8147
H 1.14999 -2.73505 -1.19426 0.1007 -0.2016 -0.7446
H -0.24654 2.69375 0.76590 1.1443 -2.8860 -0.3397
H 1.06923 1.21773 0.55374 1.2564 -0.6855 0.1995
H -2.16222 -0.48795 -0.20270 -1.3825 0.9761 0.1504
```
Positions in Å, forces in eV/Å.

Values from the calculation:
- highest occupied orbital energy (eV) = -13.13
- lowest unoccupied orbital energy (eV) = -5.60
- net charge = +1
- molecular weight (g/mol) = 74.06
- orbital gap (eV) = 7.5
- energy above the lowest of the compared OMol25 structures with the same formula, charge and spin (kcal/mol) = 172.9
- E (eV) = -7708.4584

Here are the Mulliken charges for atoms 1 to 6, given in e:
1. C 0.365
2. C -0.093
3. N -0.406
4. O 0.024
5. O -0.015
6. H 0.422

A cluster of 3 separate species, C3H5NO2 in total at a distorted geometry. Source: the Open Molecules 2025 dataset; level of theory: ωB97M-V/def2-TZVPD.

The geometry in XYZ format:
```
11
Properties=species:S:1:pos:R:3:forces:R:3
N 2.62670 1.02037 0.06548 -1.0217 -0.3101 -0.0590
C 1.50596 0.68487 0.00199 1.1215 0.3521 0.0624
O -1.38312 2.28732 0.64733 -0.1850 -0.4730 -0.1002
C -1.61821 1.13852 0.38192 0.0103 0.3443 0.0799
C -0.30934 -1.88904 -0.42973 0.2684 -0.2044 -0.0387
O 0.76215 -2.42628 -0.52873 -0.5301 0.1609 0.0225
H 3.58598 1.29636 0.11910 -0.1115 -0.0319 -0.0060
H -1.81250 0.79887 -0.65601 0.0652 0.1207 0.1007
H -1.67506 0.35091 1.16092 0.0585 0.1612 -0.0382
H -0.87629 -1.87251 0.52448 0.1566 -0.0377 -0.0904
H -0.80625 -1.38938 -1.28675 0.1679 -0.0821 0.0669
```
Positions in Å, forces in eV/Å.

Values from the calculation:
- highest occupied orbital energy (eV) = -9.96
- lowest unoccupied orbital energy (eV) = 0.55
- molecular weight (g/mol) = 87.08
- orbital gap (eV) = 10.5
- energy above the lowest of the compared OMol25 structures with the same formula, charge and spin (kcal/mol) = 88.8
- E (eV) = -8773.8436

Here are the Mulliken charges for atoms 1 to 6, given in e:
1. N -0.077
2. C -0.225
3. O -0.393
4. C -0.020
5. C -0.034
6. O -0.394

The molecule C4H5N3O at a distorted geometry. Source: the Open Molecules 2025 dataset; level of theory: ωB97M-V/def2-TZVPD.

The geometry in XYZ format:
```
13
Properties=species:S:1:pos:R:3:forces:R:3
C 1.23654 -1.66354 0.04603 -0.8489 -1.4335 -0.3270
C -0.08061 -2.02198 -0.02090 1.0935 -2.1763 0.9061
C -0.18965 0.05323 0.06377 0.3309 2.3157 -0.7297
C -0.67084 1.49626 0.00638 0.8166 -1.4555 -0.7654
N 1.20414 -0.27324 0.04763 -0.0235 -0.1920 0.0430
N 2.33115 0.62326 -0.15192 -1.5526 0.0006 0.3825
N -0.93425 -0.98512 0.04821 -0.5837 0.8041 -0.2363
O 3.37031 0.08055 -0.11845 0.0642 -0.3964 -0.0646
H 2.03679 -2.41158 0.12532 0.0207 1.2526 -0.1657
H -0.48956 -3.02736 0.04434 0.3480 0.1257 -0.2121
H -1.75237 1.59612 0.15772 0.5651 -0.1086 0.9580
H 0.08335 1.96546 0.62281 -0.7113 1.1783 0.3820
H -0.57569 1.85550 -1.01633 0.4811 0.0851 -0.1709
```
Positions in Å, forces in eV/Å.

Values from the calculation:
- highest occupied orbital energy (eV) = -9.07
- lowest unoccupied orbital energy (eV) = -0.63
- molecular weight (g/mol) = 111.10
- SMILES = Cc1nccn1N=O
- orbital gap (eV) = 8.4
- energy above the lowest of the compared OMol25 structures with the same formula, charge and spin (kcal/mol) = 89.7
- E (eV) = -10743.7269

Here are the Mulliken charges for atoms 1 to 6, given in e:
1. C -0.280
2. C -0.318
3. C 0.619
4. C -1.076
5. N 0.349
6. N -0.074

The molecule C6H11N at a distorted geometry. Source: the Open Molecules 2025 dataset; level of theory: ωB97M-V/def2-TZVPD.

The geometry in XYZ format:
```
18
Properties=species:S:1:pos:R:3:forces:R:3
C 2.34655 -0.05218 -0.17370 -0.5638 -0.4014 -0.1915
C 1.09937 0.66735 -0.68512 0.0176 0.0540 -0.3070
C -0.02553 0.88891 0.33207 0.7086 0.1366 0.2743
C -0.87810 -0.31847 0.62950 -0.2913 0.0739 -0.5851
C -1.32283 -0.58867 1.84173 0.2211 0.2363 1.2571
C -2.04392 -0.78001 -1.30121 -0.7663 0.3349 -0.7887
N -1.19658 -1.16403 -0.46729 0.3059 -0.1202 0.4012
H 2.97887 0.57106 0.44983 -0.0063 0.0881 0.1618
H 2.07935 -0.96549 0.36155 -0.0346 0.0951 0.2054
H 2.91729 -0.39161 -1.02785 0.3775 0.0539 -0.1887
H 1.38593 1.63232 -1.09385 0.1460 0.2835 0.1041
H 0.71683 0.14100 -1.56514 -0.0939 -0.1384 0.2093
H 0.40659 1.19300 1.29023 0.0772 0.0448 -0.0571
H -0.60228 1.76286 0.01536 -0.3927 -0.3105 -0.1480
H -1.92424 -1.42472 2.16075 -0.1276 -0.2390 -0.5198
H -1.02861 0.05246 2.67201 0.0059 0.0271 -0.2634
H -2.33022 -1.40323 -2.14574 0.2505 -0.2673 0.0397
H -2.57847 0.17947 -1.29312 0.1663 0.0484 0.3963
```
Positions in Å, forces in eV/Å.

Values from the calculation:
- highest occupied orbital energy (eV) = -8.86
- lowest unoccupied orbital energy (eV) = 1.13
- molecular weight (g/mol) = 97.16
- SMILES = C=NC(=C)CCC
- orbital gap (eV) = 10.0
- energy above the lowest of the compared OMol25 structures with the same formula, charge and spin (kcal/mol) = 33.9
- E (eV) = -7889.0613

Here are the Mulliken charges for atoms 1 to 6, given in e:
1. C -1.172
2. C -0.457
3. C -0.736
4. C 0.688
5. C -1.018
6. C -0.276

A structure of composition C6H8N4O2S at a distorted geometry. Source: the Open Molecules 2025 dataset; level of theory: ωB97M-V/def2-TZVPD.

The geometry in XYZ format:
```
21
Properties=species:S:1:pos:R:3:forces:R:3
C 1.36068 -2.23916 0.22865 -0.2079 3.6791 -0.1774
C 0.89200 -0.25015 -0.47290 0.6142 0.0164 0.9228
C 0.52761 -0.37050 0.89667 -0.9648 0.8451 -0.6934
C -0.19747 1.59567 -1.35013 0.0690 -0.4101 -1.6117
C -0.41540 2.48286 -2.54543 -1.0204 2.3413 -2.1555
C 0.85525 -2.14670 2.70692 0.2434 -4.2397 -2.2433
N 1.57348 -1.40168 -0.77954 -1.0284 -1.1755 0.2851
N 0.74778 0.69895 -1.42802 0.2788 -0.2984 -0.0325
N 0.73593 -1.68467 1.29518 0.1674 0.6949 0.3219
N -1.03202 1.71330 -0.36761 -2.8447 0.6329 5.5877
O -0.39220 1.40050 2.61029 0.4131 1.8545 1.1653
O -1.91959 -0.31946 1.80893 -0.4292 0.1030 -0.1318
S -0.76973 0.49726 1.61319 0.0953 -0.7249 -3.8248
H 1.76070 -3.15966 0.30499 1.2973 -3.0226 0.1019
H 0.24803 3.39003 -2.43516 -0.5412 -0.8941 -0.0840
H -1.48574 2.92782 -2.61437 1.6419 -0.8374 0.5647
H -0.25095 2.12114 -3.63650 0.1491 -0.1560 2.2955
H 0.23555 -3.16021 2.69965 1.0275 2.2705 0.6682
H 1.91692 -2.48426 2.83222 -0.8702 0.5666 0.2531
H 0.57384 -1.46380 3.46875 -0.4845 0.7004 0.2245
H -1.81210 2.45493 -0.13623 2.3942 -1.9460 -1.4363
```
Positions in Å, forces in eV/Å.

Values from the calculation:
- highest occupied orbital energy (eV) = -8.34
- lowest unoccupied orbital energy (eV) = -0.93
- molecular weight (g/mol) = 200.22
- orbital gap (eV) = 7.4
- energy above the lowest of the compared OMol25 structures with the same formula, charge and spin (kcal/mol) = 80.1
- E (eV) = -27238.4797

Here are the Mulliken charges for atoms 1 to 6, given in e:
1. C -0.345
2. C 0.464
3. C 0.015
4. C 0.869
5. C -1.022
6. C -0.851

The molecule C5H6N2O at a distorted geometry. Source: the Open Molecules 2025 dataset; level of theory: ωB97M-V/def2-TZVPD.

The geometry in XYZ format:
```
14
Properties=species:S:1:pos:R:3:forces:R:3
C -2.48853 -0.18182 0.06865 -0.2481 -0.1501 -0.1584
C 2.11465 1.11473 0.03269 0.1626 -0.0603 -0.0635
C 0.82266 -1.44224 -0.02491 0.9802 3.3653 1.0087
C -1.04380 -0.40036 -0.12500 -0.4658 -1.9243 -1.9105
C 0.88377 0.30897 -0.06959 1.2281 -1.2947 -1.2640
N -0.51056 -1.60757 -0.10892 -1.9545 0.3431 0.4886
N -0.25007 0.71523 -0.49596 0.2897 -0.1880 1.9180
O 1.76045 -2.13958 0.17805 -0.1203 -0.2989 -0.3751
H -3.02902 -1.12097 -0.02893 0.0638 0.0081 0.1851
H -2.65992 0.24622 1.05693 -0.0278 0.0306 0.0498
H -2.86063 0.52575 -0.67095 0.0933 0.1151 0.0462
H 2.02779 1.80562 0.87293 0.0225 -0.0046 0.0128
H 2.25718 1.70949 -0.87210 -0.0338 0.0129 0.0303
H 2.97603 0.46654 0.18709 0.0102 0.0458 0.0320
```
Positions in Å, forces in eV/Å.

Values from the calculation:
- highest occupied orbital energy (eV) = -9.52
- lowest unoccupied orbital energy (eV) = -0.74
- molecular weight (g/mol) = 110.12
- SMILES = CC1=NC(=O)C(C)=N1
- orbital gap (eV) = 8.8
- energy above the lowest of the compared OMol25 structures with the same formula, charge and spin (kcal/mol) = 23.4
- E (eV) = -10308.5906

Here are the Mulliken charges for atoms 1 to 6, given in e:
1. C -0.991
2. C -1.034
3. C 0.534
4. C 0.721
5. C 0.501
6. N -0.538